one | This record from the OMol25 dataset describes an isolated ion of composition C3H8ClNO2P and charge -1. The level of theory is the ωB97M-V functional and the def2-TZVPD basis.

Positions of all 16 atoms, in Å:
C 1.11853 -0.61694 -1.45477
N 0.43893 -0.17760 -0.22480
C 1.08936 0.79543 0.63695
O 2.11469 0.12376 1.47439
P -1.03793 -1.11702 0.35902
O -1.51610 -1.81161 -0.83047
C -2.28177 0.44865 0.48713
Cl -2.37183 0.92528 2.19279
H 2.13482 -1.02290 -1.29683
H 0.37053 -1.33004 -1.93887
H 1.23698 0.27996 -2.21624
H 0.33581 1.21062 1.18028
H 1.63521 1.60779 0.02322
H 1.88845 -0.79117 1.43443
H -1.84928 1.27419 -0.02911
H -3.30639 0.20159 0.20290

## Properties
frontier orbital gap: 6.61 eV
E_LUMO: 3.699 eV
charge: -1
HOMO energy: -2.91 eV
SMILES: CN(CO)P([O-])CCl

=====

two | This record from the OMol25 dataset describes an isolated ion of composition C3H8ClNO2P and charge -1. The level of theory is the ωB97M-V functional and the def2-TZVPD basis.

Positions of all 16 atoms, in Å:
C 0.30210 1.06644 -1.28896
N 0.43479 0.14108 -0.14248
C 1.65367 -0.08667 0.49538
O 2.61557 -0.96108 -0.08795
P -0.70445 -1.24243 0.09895
O -1.47004 -1.57575 -1.21567
C -1.93095 -0.24592 1.19720
Cl -3.08952 0.75358 0.30043
H 0.85326 0.92745 -2.17357
H -0.74135 0.95684 -1.73969
H 0.30622 2.13975 -1.11354
H 1.34805 -0.58693 1.49551
H 2.14749 0.99759 0.64449
H 2.14122 -1.70095 -0.31283
H -2.58284 -0.84527 1.83967
H -1.28322 0.26226 2.00305

## Properties
frontier orbital gap: 6.81 eV
E_LUMO: 3.695 eV
charge: -1
HOMO energy: -3.11 eV
SMILES: CN(CO)P([O-])CCl

=====

Stability, lowest: two